No. 1
Below is a cluster of 2 separate species, C4H12 in total, with properties calculated with the ωB97M-V functional and the def2-TZVPD basis.

Last column: natural (NBO) charge in e.
CARTESIAN COORDINATES (ANGSTROEM)
C  1.7353  0.8529  1.1485  -0.624
C  2.9902  0.4141  0.4298  -0.605
H  1.4220  1.8999  1.1166  0.214
H  0.8761  0.4172  0.6839  0.202
H  1.5620  0.4026  2.2151  0.205
H  2.6612  0.0105  -0.5957  0.195
H  3.6568  1.1628  0.1770  0.206
H  3.5248  -0.3190  0.8744  0.207
C  -2.3895  -0.0651  -1.2842  -0.628
C  -2.1604  -1.1321  -0.2019  -0.620
H  -3.5147  0.1280  -1.2649  0.202
H  -1.8888  0.9162  -1.0959  0.211
H  -2.3284  -0.4274  -2.3446  0.214
H  -1.2483  -0.8606  0.2230  0.204
H  -1.8941  -2.1516  -0.6068  0.206
H  -3.0043  -1.2484  0.5258  0.210

**LUMO**: 1.073 eV
**SMILES**: CC.CC
**Total charge**: 0
**Kohn-Sham gap**: 12.35 eV
**HOMO energy**: -11.3 eV
**2S+1**: 1

***

No. 2
Below is a cluster of 2 separate species, C4H12 in total, with properties calculated with the ωB97M-V functional and the def2-TZVPD basis.

Last column: natural (NBO) charge in e.
CARTESIAN COORDINATES (ANGSTROEM)
C  0.1859  1.6023  -1.0341  -0.616
C  -1.0173  2.4121  -0.4866  -0.614
H  0.8547  2.3071  -1.5218  0.209
H  0.6358  1.0990  -0.1858  0.207
H  -0.2306  0.8943  -1.7521  0.208
H  -0.8485  3.4905  -0.4139  0.202
H  -1.3150  2.1338  0.5216  0.201
H  -1.9563  2.2792  -1.0429  0.202
C  1.1794  -1.8702  0.9822  -0.607
C  -0.2265  -2.1940  0.4641  -0.607
H  1.1288  -2.1458  2.0404  0.202
H  2.0203  -2.3971  0.5317  0.205
H  1.4093  -0.8115  0.9007  0.200
H  -0.4885  -1.7288  -0.4872  0.200
H  -0.9736  -1.8024  1.1492  0.202
H  -0.3580  -3.2686  0.3344  0.204

**LUMO**: 1.165 eV
**SMILES**: CC.CC
**Total charge**: 0
**Kohn-Sham gap**: 12.94 eV
**HOMO energy**: -11.8 eV
**2S+1**: 1

***

No. 3
Below is a cluster of 2 separate species, C4H12 in total, with properties calculated with the ωB97M-V functional and the def2-TZVPD basis.

Last column: natural (NBO) charge in e.
CARTESIAN COORDINATES (ANGSTROEM)
C  -1.2745  -1.0071  0.4648  -0.600
C  -1.7482  -1.8557  -0.7183  -0.613
H  -2.1346  -0.7050  1.0633  0.205
H  -0.5551  -1.5147  1.1166  0.202
H  -0.7526  -0.1088  0.1610  0.192
H  -2.7016  -2.3587  -0.5141  0.203
H  -2.0174  -1.1801  -1.5351  0.204
H  -1.0679  -2.6411  -1.0110  0.208
C  2.1543  1.1270  -0.1668  -0.607
C  0.8719  1.7366  0.4214  -0.594
H  2.5364  0.4272  0.5761  0.203
H  1.9749  0.6060  -1.1122  0.199
H  2.8363  1.9344  -0.4269  0.204
H  0.6356  2.6444  -0.1238  0.202
H  1.0152  1.9172  1.4912  0.200
H  0.0828  1.0054  0.4094  0.191

**LUMO**: 1.145 eV
**SMILES**: CC.CC
**Total charge**: 0
**Kohn-Sham gap**: 12.26 eV
**HOMO energy**: -11.1 eV
**2S+1**: 1